The following is a DFT calculation (ωB97M-V/def2-TZVPD) of a cluster of 2 separate species, C20H36BN2O4 in total at a distorted geometry.

Structure (XYZ):
```
63
Properties=species:S:1:pos:R:3
C -3.88931 -3.55985 3.03964
B -4.26253 -2.86654 1.67356
O -5.37812 -3.22077 0.99148
C -3.38552 -1.69529 1.05170
C -3.50294 -0.41504 1.59364
C -2.76076 0.63625 1.14642
C -1.88356 0.41878 0.11932
O -1.13224 1.41145 -0.35031
C 0.31374 1.17964 -0.37034
C 1.01894 1.47303 0.96221
C 2.33645 2.21399 0.58088
C 1.41888 0.20435 1.74651
C 0.24572 -0.51348 2.42563
C 2.43753 0.56484 2.86694
N -1.80223 -0.80056 -0.41731
C -2.51423 -1.85740 0.02721
C -2.28107 -3.17852 -0.64910
C -0.90951 -3.82149 -0.33584
C 0.30494 -3.00717 -0.79541
C 1.60115 -3.80354 -0.90734
N 2.69971 -2.88329 -1.32625
H -3.94752 -2.85365 3.87455
H -2.86270 -3.94140 3.00395
H -4.55206 -4.39378 3.28539
H -5.69144 -4.08947 1.27211
H -4.19515 -0.20414 2.40159
H -2.82457 1.63704 1.54787
H 0.58057 0.16866 -0.70125
H 0.68319 1.85570 -1.13492
H 0.43793 2.19066 1.55020
H 2.75637 2.76124 1.42282
H 2.19715 2.91075 -0.23627
H 3.06322 1.43946 0.31064
H 1.96772 -0.44119 1.04745
H -0.32735 -1.14838 1.73893
H -0.43427 0.17733 2.92717
H 0.62840 -1.19164 3.19078
H 2.42584 -0.19347 3.64959
H 2.07573 1.48398 3.33814
H 3.45151 0.67653 2.49359
H -1.16255 -0.90175 -1.19856
H -3.08464 -3.88463 -0.45271
H -2.29113 -2.98956 -1.73095
H -0.83378 -4.10392 0.71762
H -0.89283 -4.75543 -0.90655
H 0.07681 -2.63880 -1.81069
H 0.45484 -2.12728 -0.16224
H 1.55624 -4.56608 -1.68477
H 1.91866 -4.20733 0.05424
H 3.28381 -2.65647 -0.53272
H 2.31725 -2.03004 -1.71302
O 0.72478 4.46905 -1.05239
C 1.41729 4.78048 -1.98250
O 2.76364 4.83945 -1.90436
C 3.30832 5.34698 -3.13902
C 2.23756 5.07705 -4.18429
C 0.95594 5.19821 -3.36401
H 3.51050 6.41208 -3.01443
H 4.24281 4.83578 -3.35634
H 2.28674 5.75442 -5.03406
H 2.33663 4.05774 -4.56186
H 0.59488 6.22645 -3.31657
H 0.17064 4.53996 -3.72540
```

LUMO level: -3.44 eV
E_tot: -33166.6660 eV
2S+1: 1
E_HOMO: -11.8 eV
orbital gap: 8.380 eV
total charge: +1

Results of the Mulliken charge analysis, in e, for atoms 1 through 2: -0.976 0.414